(1)
37
Properties=species:S:1:pos:R:3 method="wB97M-V/def2-TZVPD" total_energy_ha=-740.1529 multiplicity=1 lumo_ev=0.79 de_lowest_kcal_mol=42.4
C 3.91 -2.74 0.76
C 3.69 0.10 -1.87
C -0.87 -1.72 -0.73
C -2.69 -1.14 1.03
C -3.00 -0.49 -1.34
C -1.76 2.54 2.28
C -1.80 3.70 0.27
C 3.32 -1.77 -0.24
C 4.10 -0.86 -0.89
C -1.89 -0.64 -0.28
N -1.31 2.44 0.93
Si -0.82 0.97 0.10
H 3.80 -2.29 1.73
H 5.05 -2.73 0.68
H 3.57 -3.79 0.68
H 4.13 1.08 -1.89
H 3.87 -0.42 -2.91
H 2.63 0.37 -1.83
H -0.40 -1.46 -1.60
H -0.07 -1.80 0.01
H -1.28 -2.81 -0.85
H -3.46 -0.48 1.50
H -2.03 -1.56 1.88
H -3.10 -2.10 0.57
H -2.47 -0.10 -2.27
H -3.47 -1.45 -1.52
H -3.77 0.22 -1.11
H -1.27 3.29 2.82
H -2.69 3.01 2.40
H -1.58 1.65 2.79
H -1.52 3.46 -0.85
H -2.92 3.92 0.38
H -1.24 4.49 0.68
H 2.24 -1.91 -0.23
H 0.29 0.54 1.01
H 5.17 -0.96 -0.84
H -0.37 1.44 -1.26



(2)
101
Properties=species:S:1:pos:R:3 method="wB97M-V/def2-TZVPD" total_charge=+1 total_energy_ha=-3529.8845 multiplicity=1 lumo_ev=-3.72
C 0.80 3.91 -0.25
C 0.05 2.71 -0.83
O 0.96 1.65 -1.16
C -1.09 2.23 0.06
N -2.06 1.48 -0.71
C -1.86 0.05 -0.75
C -1.19 -0.50 -2.02
O -1.02 0.51 -3.05
C -0.47 0.05 -4.17
O -1.37 0.11 -5.35
S -0.89 1.09 -6.46
O -0.99 0.38 -7.70
O -1.27 2.42 -6.21
O 0.67 0.91 -6.07
C 0.77 0.90 -4.59
C 0.72 2.30 -4.00
C 1.54 3.33 -4.77
F 2.40 3.97 -3.89
C 2.13 0.24 -4.33
C 2.24 -1.14 -4.94
O 2.54 -1.31 -6.10
Cl 1.94 -2.47 -3.91
H 1.72 3.58 0.24
H 0.20 4.46 0.47
H 1.09 4.62 -1.03
H -0.43 2.97 -1.78
H 1.30 1.29 -0.33
H -0.68 1.61 0.87
H -1.58 3.10 0.50
H -3.00 1.71 -0.45
H -1.21 -0.27 0.07
H -2.81 -0.47 -0.62
H -1.77 -1.32 -2.45
H -0.20 -0.89 -1.77
H -0.26 -1.02 -4.10
H -0.31 2.61 -3.88
H 1.14 2.23 -2.99
H 0.91 4.08 -5.23
H 2.16 2.88 -5.55
H 2.25 0.24 -3.24
H 2.92 0.83 -4.80
Li 0.95 -0.74 -6.96
C -3.25 -1.86 4.91
Si -2.31 -3.35 4.26
C -3.42 -4.86 4.51
C -0.88 -3.61 5.57
N -1.72 -3.10 2.75
Si -0.78 -4.07 1.77
C -1.54 -5.76 1.37
C 0.97 -4.42 2.43
C -0.56 -3.20 0.10
H -3.62 -1.97 5.93
H -2.62 -0.96 4.88
H -4.11 -1.68 4.26
H -3.93 -4.86 5.47
H -2.87 -5.80 4.44
H -4.18 -4.86 3.72
H -0.12 -2.82 5.45
H -0.41 -4.59 5.45
H -1.34 -3.57 6.58
H -1.50 -6.43 2.23
H -1.03 -6.26 0.54
H -2.59 -5.64 1.09
H 1.44 -3.49 2.78
H 1.63 -4.85 1.66
H 0.95 -5.14 3.26
H -0.07 -2.24 0.26
H -1.55 -3.03 -0.33
H 0.03 -3.78 -0.61
Li -0.17 -3.29 7.64
C 4.57 -0.42 -1.51
N 3.60 -0.41 -0.38
O 3.30 0.67 0.10
O 3.17 -1.48 0.00
H 4.85 0.60 -1.72
H 5.42 -1.03 -1.19
H 4.07 -0.90 -2.35
C 3.56 -0.20 4.91
C 3.03 -1.14 5.77
C 3.37 -1.12 7.12
C 4.25 -0.16 7.60
C 4.79 0.78 6.73
C 4.44 0.76 5.39
H 3.28 -0.21 3.87
H 2.34 -1.89 5.39
H 2.96 -1.86 7.80
H 4.52 -0.15 8.65
H 5.47 1.53 7.10
H 4.86 1.50 4.71
C -3.96 6.27 -2.83
C -3.20 4.97 -2.65
C -3.27 4.10 -3.89
O -3.68 4.27 -1.50
H -5.02 6.06 -3.01
H -3.89 6.88 -1.93
H -3.58 6.85 -3.67
H -2.15 5.19 -2.42
H -4.30 3.82 -4.10
H -2.70 3.18 -3.74
H -2.87 4.61 -4.77
H -4.61 4.07 -1.66



(3)
70
Properties=species:S:1:pos:R:3 method="wB97M-V/def2-TZVPD" total_charge=+2 total_energy_ha=-2723.4685 multiplicity=1 lumo_ev=-9.13
Ce 0.00 0.00 0.00
C 7.00 2.41 -5.09
C 5.71 2.58 -5.42
C 4.89 1.91 -6.49
C 5.43 0.60 -7.08
C 5.63 -0.49 -6.05
C 6.68 -0.70 -5.24
C 7.97 0.06 -5.11
C 8.02 1.48 -5.70
C -0.56 -1.56 1.31
H 7.37 3.01 -4.25
H 5.16 3.31 -4.83
H 4.71 2.63 -7.30
H 3.90 1.71 -6.06
H 4.71 0.24 -7.82
H 6.35 0.79 -7.64
H 4.79 -1.17 -5.94
H 6.60 -1.55 -4.56
H 8.78 -0.54 -5.56
H 8.21 0.12 -4.04
H 9.02 1.89 -5.51
H 7.92 1.44 -6.79
H -0.35 -1.30 2.36
H -0.02 -2.50 1.06
H -1.65 -1.73 1.19
P 0.57 -1.46 -1.69
P 0.58 1.63 -1.53
N 1.86 -2.58 -1.40
N -0.60 -2.57 -2.37
N 2.23 2.18 -1.44
N -0.34 3.09 -1.69
C 1.15 -0.51 -3.20
C 0.52 0.89 -3.23
C 2.66 -2.53 -0.25
C 3.70 -3.42 -0.42
C 3.54 -4.03 -1.71
C 2.41 -3.50 -2.30
C -1.34 -3.46 -1.60
C -2.38 -3.94 -2.38
C -2.29 -3.30 -3.66
C -1.20 -2.46 -3.63
C 2.91 2.26 -0.22
C 4.18 2.74 -0.46
C 4.29 2.97 -1.88
C 3.09 2.62 -2.45
C -0.03 4.24 -2.43
C -1.14 5.06 -2.43
C -2.17 4.40 -1.68
C -1.66 3.20 -1.24
H 0.97 -1.08 -4.13
H 2.25 -0.43 -3.07
H 1.00 1.54 -3.99
H -0.56 0.84 -3.48
H 2.39 -1.86 0.57
H 4.49 -3.63 0.31
H 4.19 -4.80 -2.15
H 1.93 -3.70 -3.25
H -1.05 -3.68 -0.58
H -3.12 -4.68 -2.07
H -2.95 -3.46 -4.52
H -0.80 -1.79 -4.39
H 2.41 1.95 0.70
H 4.96 2.90 0.29
H 5.17 3.34 -2.41
H 2.77 2.64 -3.49
H 0.97 4.38 -2.85
H -1.20 6.04 -2.90
H -3.17 4.78 -1.48
H -2.08 2.39 -0.63
I -0.64 2.04 2.20



(4)
14
Properties=species:S:1:pos:R:3 method="wB97M-V/def2-TZVPD" total_energy_ha=-233.3224 multiplicity=1 lumo_ev=1.04 de_lowest_kcal_mol=40.5
C 2.05 -0.64 -0.03
C 0.58 -0.91 0.04
C -0.42 -0.03 0.05
C -0.22 1.48 0.02
C -1.81 -0.48 0.02
C -3.01 -0.69 -0.01
H 2.20 0.46 -0.17
H 2.51 -1.17 -0.83
H 2.51 -0.91 0.95
H 0.26 -1.94 0.11
H -1.18 2.01 -0.40
H 0.59 1.71 -0.72
H 0.05 1.90 1.06
H -4.10 -0.78 -0.08



(5)
25
Properties=species:S:1:pos:R:3 method="wB97M-V/def2-TZVPD" total_charge=+1 total_energy_ha=-2391.8625 multiplicity=1 lumo_ev=-5.22 de_lowest_kcal_mol=12.6
Ir 0.27 0.47 -0.09
O 3.08 5.34 -3.97
C 2.60 4.50 -3.27
S 3.49 3.04 -2.73
C 2.14 2.36 -1.87
C 0.97 3.03 -1.87
S -0.34 2.35 -1.01
S 0.88 4.54 -2.73
S 2.20 0.88 -1.01
N -0.31 -0.53 3.99
C 0.20 0.35 3.14
N -0.05 -0.08 1.91
C -0.72 -1.25 2.09
N -0.90 -1.56 3.34
C -1.15 -1.99 0.90
C -1.84 -3.18 0.88
N -2.17 -3.77 -0.26
C -1.82 -3.16 -1.39
C -1.13 -1.95 -1.40
N -0.79 -1.37 -0.25
H -0.29 -0.51 4.99
H 0.72 1.25 3.41
H -2.12 -3.67 1.81
H -2.10 -3.64 -2.32
H -0.84 -1.45 -2.31



(6)
74
Properties=species:S:1:pos:R:3 method="wB97M-V/def2-TZVPD" total_charge=-1 total_energy_ha=-1640.4550 multiplicity=1 lumo_ev=1.34
C 6.26 -1.40 1.96
C 6.86 -2.34 0.74
C 7.15 -1.34 -0.55
C 5.77 -0.68 -1.18
C 5.93 0.98 -1.38
C 5.25 1.79 -0.10
C 3.78 2.43 -0.47
C 3.27 3.59 0.59
C 1.62 3.67 0.71
C 1.09 4.42 -0.68
C -0.11 5.50 -0.40
C -1.60 4.85 -0.23
C -1.73 3.27 -0.65
C -3.34 2.96 -0.85
C -3.82 1.79 0.23
C -3.65 0.27 -0.36
C -4.78 -0.77 0.28
C -6.23 -0.24 -0.38
N -7.36 0.27 -0.80
O -4.95 -0.65 1.73
B -3.77 -1.07 2.49
O -3.96 -2.26 3.40
O -2.43 -0.45 2.52
C -4.60 -2.30 -0.29
F -3.19 -2.77 -0.38
C -5.13 -2.25 -1.88
N -5.56 -2.17 -3.10
C -5.61 -3.41 0.44
C -4.69 -4.57 1.22
N -4.10 -5.61 0.49
H 6.69 -0.31 1.87
H 6.63 -1.83 2.99
H 5.09 -1.36 1.99
H 6.10 -3.20 0.45
H 7.90 -2.77 1.07
H 7.85 -0.47 -0.16
H 7.72 -1.90 -1.42
H 4.81 -0.96 -0.56
H 5.61 -1.13 -2.27
H 7.10 1.21 -1.41
H 5.42 1.24 -2.40
H 5.07 0.99 0.76
H 6.00 2.58 0.34
H 3.00 1.54 -0.55
H 3.90 2.94 -1.54
H 3.78 3.35 1.63
H 3.75 4.62 0.24
H 1.40 4.36 1.65
H 1.12 2.61 0.85
H 0.88 3.66 -1.55
H 2.04 5.06 -1.04
H 0.19 6.14 0.55
H -0.11 6.27 -1.30
H -2.08 5.03 0.85
H -2.32 5.45 -0.97
H -1.23 3.15 -1.73
H -1.20 2.53 0.08
H -3.56 2.54 -1.92
H -4.01 3.94 -0.74
H -3.22 1.98 1.25
H -4.95 2.08 0.50
H -3.75 0.27 -1.55
H -2.56 -0.10 -0.09
H -4.64 -1.90 4.06
H -1.81 -1.17 2.16
H -6.22 -4.00 -0.39
H -6.36 -2.87 1.16
H -4.51 -4.60 2.38
H -3.58 -6.19 1.19
C -2.16 -8.30 -1.86
O -2.47 -8.05 -0.67
O -2.96 -7.66 -2.69
O -1.26 -9.01 -2.35
H -3.46 -7.26 -1.95



(7)
14
Properties=species:S:1:pos:R:3 method="wB97M-V/def2-TZVPD" total_energy_ha=-361.7967 multiplicity=1 lumo_ev=0.65 de_lowest_kcal_mol=52.8
C 0.54 -0.75 1.14
C 1.58 0.17 0.59
C -1.38 0.16 0.04
C -1.35 -0.37 -1.31
N -0.70 -0.72 0.88
O 1.12 1.03 -0.42
O -2.05 1.10 0.41
H 0.96 -1.21 2.01
H 2.07 0.79 1.35
H 2.36 -0.31 0.03
H -2.16 -0.97 -1.46
H -0.50 -1.03 -1.31
H -1.23 0.33 -2.10
H 0.75 1.77 0.14



(8)
15
Properties=species:S:1:pos:R:3 method="wB97M-V/def2-TZVPD" total_energy_ha=-437.1101 multiplicity=1 lumo_ev=0.57 de_lowest_kcal_mol=20.9
C -1.59 1.17 0.00
C -0.73 -1.62 0.00
C 2.54 0.14 0.00
C 0.16 -0.42 0.00
O 1.47 -0.76 0.00
O 2.24 1.41 0.00
N -0.21 0.79 0.00
O 3.63 -0.32 0.00
H 1.23 1.53 0.00
H -1.64 2.25 0.00
H -2.11 0.79 0.89
H -2.11 0.79 -0.88
H -1.37 -1.61 -0.88
H -1.37 -1.61 0.88
H -0.13 -2.53 0.00



| no. | frontier orbital gap (eV) |
| --- | --- |
| 1 | 9.2 |
| 2 | 4.8 |
| 3 | 3.8 |
| 4 | 9.8 |
| 5 | 6.0 |
| 6 | 5.2 |
| 7 | 10.3 |
| 8 | 11.2 |